No. 1
ORCA calculation (ωB97M-V/def2-TZVPD) on 3 unconnected molecules or ions with the total composition C31H63BBrClF3N2O12 in a non-equilibrium geometry.

Total charge: -1

The geometry in XYZ format:
```
114
C31H63BBrClF3N2O12 | the Open Molecules 2025 dataset | ωB97M-V/def2-TZVPD
C 2.141 -0.628 3.833
C 1.838 0.665 3.080
N 0.537 0.645 2.425
B 0.086 -0.563 1.566
C -0.755 -1.641 2.452
C -1.991 -0.962 3.043
C -2.984 -1.892 3.724
Cl -2.407 -2.468 5.328
O 1.159 -1.212 0.764
C 1.277 -0.572 -0.482
C 2.287 0.576 -0.413
O 3.539 0.024 -0.011
O 4.491 1.096 -0.061
C 1.866 -1.697 -1.380
O 2.903 -1.383 -2.356
C 2.648 -0.975 -3.579
F 3.633 -1.377 -4.382
F 2.595 0.363 -3.693
F 1.497 -1.444 -4.080
C -0.199 -0.023 -0.775
C -0.279 1.438 -1.302
C -0.047 1.752 -2.791
C -1.070 2.746 -3.387
C -2.023 2.125 -4.407
N -2.928 1.194 -3.705
C -4.083 1.821 -3.114
C -4.479 1.237 -1.790
O -4.657 2.724 -3.643
C -1.043 -0.901 -1.752
C -1.849 -2.012 -1.093
C -1.091 -3.264 -0.695
Br -3.265 -2.554 -2.406
O -0.813 0.004 0.480
H 1.306 -0.898 4.486
H 3.036 -0.499 4.455
H 2.329 -1.452 3.140
H 1.882 1.495 3.803
H 2.670 0.835 2.372
H 0.404 1.501 1.900
H -1.098 -2.487 1.835
H -0.170 -2.092 3.263
H -2.541 -0.467 2.228
H -1.685 -0.182 3.747
H -3.949 -1.414 3.910
H -3.155 -2.789 3.123
H 1.960 1.318 0.319
H 2.413 1.055 -1.393
H 4.745 1.087 -0.997
H 2.409 -2.335 -0.685
H 1.106 -2.293 -1.880
H 0.360 2.065 -0.674
H -1.308 1.723 -1.051
H -0.071 0.827 -3.376
H 0.956 2.170 -2.926
H -0.571 3.608 -3.847
H -1.683 3.156 -2.573
H -2.577 2.898 -4.952
H -1.460 1.537 -5.140
H -3.259 0.478 -4.348
H -4.967 0.270 -1.962
H -3.593 1.041 -1.182
H -5.173 1.904 -1.275
H -1.743 -0.232 -2.255
H -0.442 -1.343 -2.555
H -2.435 -1.622 -0.264
H -0.184 -2.975 -0.156
H -1.683 -3.889 -0.021
H -0.835 -3.863 -1.575
C -10.508 3.362 -0.081
O -9.179 3.522 0.351
C -8.963 4.615 1.222
C -8.037 4.256 2.362
O -8.590 3.356 3.303
C -8.604 1.975 2.982
C -7.258 1.291 3.065
O -6.428 1.657 1.984
C -5.050 1.704 2.294
H -10.777 4.090 -0.856
H -10.595 2.361 -0.500
H -11.214 3.460 0.752
H -9.915 4.975 1.629
H -8.499 5.441 0.664
H -7.868 5.179 2.925
H -7.074 3.908 1.982
H -9.062 1.790 2.007
H -9.236 1.524 3.750
H -7.435 0.206 3.049
H -6.781 1.539 4.020
H -4.871 2.220 3.243
H -4.555 2.256 1.496
H -4.609 0.704 2.347
C 6.063 -1.889 -1.754
O 7.077 -2.724 -1.225
C 7.934 -3.291 -2.189
C 9.380 -3.258 -1.745
O 9.940 -1.958 -1.688
C 9.644 -1.156 -0.558
C 10.415 -1.518 0.691
O 9.945 -2.719 1.269
C 10.936 -3.490 1.901
H 5.240 -2.466 -2.182
H 5.669 -1.292 -0.932
H 6.470 -1.224 -2.525
H 7.840 -2.766 -3.146
H 7.663 -4.344 -2.357
H 9.958 -3.778 -2.514
H 9.506 -3.794 -0.802
H 8.573 -1.126 -0.349
H 9.968 -0.151 -0.842
H 10.296 -0.692 1.406
H 11.482 -1.603 0.446
H 11.831 -3.584 1.275
H 10.519 -4.482 2.069
H 11.230 -3.066 2.868
```



No. 2
ORCA calculation (ωB97M-V/def2-TZVPD) on 3 unconnected molecules or ions with the total composition C38H39N5O9P in a non-equilibrium geometry.

Total charge: +1

The geometry in XYZ format:
```
92
C38H39N5O9P | the Open Molecules 2025 dataset | ωB97M-V/def2-TZVPD
C -0.381 -3.567 4.780
C -0.956 -3.117 3.312
O -1.270 -4.110 2.442
N -1.174 -1.699 2.831
C -2.644 -1.350 2.710
N -0.483 -0.769 3.615
C 0.311 0.181 2.971
N 0.467 0.188 1.467
C 1.079 1.466 0.939
C 2.474 1.921 1.706
P 2.455 3.829 1.778
O 1.088 4.423 2.355
O 3.825 4.556 2.568
O 2.524 4.378 0.090
C 2.496 1.164 3.158
C 3.702 1.620 4.169
C 4.510 0.229 4.628
O 5.355 -0.125 3.456
C 5.399 0.413 5.992
N 5.218 -0.883 6.801
N 1.100 1.260 3.742
H -0.690 -2.839 5.655
H 0.811 -3.588 4.740
H -0.716 -4.672 5.028
H -2.733 -0.555 1.827
H -3.066 -0.947 3.734
H -3.196 -2.330 2.333
H -0.522 -0.739 4.669
H -0.510 0.160 1.078
H 1.404 1.235 -0.186
H 0.312 2.363 0.859
H 3.405 1.542 1.096
H 3.432 4.977 3.408
H 1.892 5.143 -0.050
H 2.672 0.006 2.927
H 3.223 2.042 5.158
H 4.521 2.307 3.692
H 3.701 -0.637 4.743
H 4.981 -0.943 2.995
H 4.976 1.362 6.552
H 6.528 0.505 5.682
H 4.174 -0.994 6.880
H 5.542 -1.656 6.167
H 1.080 1.063 4.772
C -4.365 -2.063 -0.915
C -3.471 -0.999 -0.800
C -3.922 0.312 -0.960
C -5.270 0.560 -1.247
C -6.158 -0.506 -1.386
C -5.707 -1.820 -1.209
C -7.572 -0.259 -1.738
O -8.354 -1.194 -1.858
C -8.026 1.129 -1.953
C -9.349 1.373 -2.344
C -9.791 2.684 -2.536
C -8.919 3.752 -2.331
C -7.598 3.511 -1.947
C -7.149 2.196 -1.767
C -5.742 1.951 -1.396
O -4.973 2.889 -1.220
H -4.015 -3.085 -0.782
H -2.422 -1.190 -0.584
H -3.219 1.138 -0.863
H -6.398 -2.656 -1.302
H -10.038 0.545 -2.504
H -10.818 2.871 -2.845
H -9.264 4.774 -2.473
H -6.921 4.350 -1.793
C 1.847 -2.892 -1.566
C 1.352 -1.590 -1.502
C 1.689 -0.665 -2.492
C 2.535 -1.040 -3.543
C 3.050 -2.335 -3.593
C 2.695 -3.267 -2.609
C 3.982 -2.728 -4.670
O 4.432 -3.866 -4.717
C 4.371 -1.727 -5.683
C 5.299 -2.068 -6.676
C 5.662 -1.132 -7.646
C 5.094 0.142 -7.633
C 4.174 0.487 -6.642
C 3.819 -0.447 -5.660
C 2.872 -0.061 -4.595
O 2.376 1.060 -4.581
H 1.576 -3.615 -0.800
H 0.701 -1.294 -0.683
H 1.295 0.348 -2.439
H 3.082 -4.283 -2.649
H 5.744 -3.062 -6.695
H 6.386 -1.398 -8.413
H 5.372 0.869 -8.393
H 3.739 1.485 -6.636
```



What did we get for Kohn-Sham gap? Answer: 7.08 7.33 eV, in the order shown.
What did we get for calculated total energy? Answer: -5590.016150 -2763.351610 a.u., in the order shown.